1.
Below is a 2-piece molecular cluster, C3H9N4 overall in a non-equilibrium geometry, with properties calculated with the ωB97M-V functional and the def2-TZVPD basis.

Electronic energy, hartree: -338.34841
E_HOMO, Eh: -0.4751
LUMO, eV: -3.18
Largest force on an atom, hartree/bohr: 0.1327

Structure (ORCA input):
```
! RIJCOSX wB97M-V def2-TZVPD def2/J DEFGRID3
* xyz 1 1
C 0.04 0.00 -1.27
C -1.82 1.00 -0.05
C 0.75 -0.98 2.60
N 1.19 -0.48 -1.47
N 2.31 -0.68 0.89
N 1.65 -0.69 1.91
N -0.63 0.16 -0.22
H -0.66 0.40 -2.07
H -2.60 0.33 0.36
H -1.59 1.92 0.45
H -2.30 1.32 -1.08
H 0.00 -0.96 3.51
H 1.47 -0.51 -2.40
H 3.34 -0.81 1.04
H -0.35 -0.08 0.81
H 1.95 -0.65 -0.82
*
```

For reference, the Löwdin charges in units of e are: atom 1 (C): -0.23, atom 2 (C): -0.04, atom 3 (C): 0.13, atom 4 (N): 0.20, atom 5 (N): 0.01, atom 6 (N): -0.21, atom 7 (N): -0.01, atom 8 (H): 0.19, atom 9 (H): 0.10, atom 10 (H): 0.09, atom 11 (H): 0.13, atom 12 (H): 0.15, atom 13 (H): 0.12, atom 14 (H): 0.13, atom 15 (H): 0.15, atom 16 (H): 0.07

---

2.
Below is a 3-piece molecular cluster, C2H3N3O2 overall in a non-equilibrium geometry, with properties calculated with the ωB97M-V functional and the def2-TZVPD basis.

Electronic energy, hartree: -392.63367
E_HOMO, Eh: -0.2787
LUMO, eV: 0.54
Largest force on an atom, hartree/bohr: 0.0926

Structure (ORCA input):
```
! RIJCOSX wB97M-V def2-TZVPD def2/J DEFGRID3
* xyz 0 1
C 0.52 -0.55 1.66
C -0.87 1.62 0.69
N 0.74 0.09 0.73
N 0.48 -0.87 -1.79
N 0.65 -2.01 -1.57
O -0.12 2.38 1.05
O -1.77 1.04 0.25
H 0.71 -0.19 -0.98
H -0.36 -0.45 -2.47
H 0.02 -1.06 2.43
*
```

For reference, the Löwdin charges in units of e are: atom 1 (C): 0.07, atom 2 (C): -0.56, atom 3 (N): 0.07, atom 4 (N): -0.20, atom 5 (N): -0.04, atom 6 (O): 0.21, atom 7 (O): 0.19, atom 8 (H): 0.03, atom 9 (H): 0.14, atom 10 (H): 0.09

---

3.
Below is a 9-piece molecular cluster, C27H65Br6NO7 overall in a non-equilibrium geometry, with properties calculated with the ωB97M-V functional and the def2-TZVPD basis.

Electronic energy, hartree: -17092.95904
E_HOMO, Eh: -0.3479
LUMO, eV: -0.26
Largest force on an atom, hartree/bohr: 0.0525
SMILES: C[N+](=O)[O-].BrCCBr.BrCCBr.BrCCBr.CCOCC.CCOCC.CCOCC.CCOCC.CCOCC

Structure (ORCA input):
```
! RIJCOSX wB97M-V def2-TZVPD def2/J DEFGRID3
* xyz 0 1
C 1.25 2.85 -2.89
N 0.11 2.36 -2.10
O -0.60 3.15 -1.56
O -0.08 1.14 -2.24
H 2.05 3.42 -2.41
H 0.80 3.55 -3.59
H 1.65 1.98 -3.42
Br 1.34 -1.05 -0.33
C 0.53 0.25 0.93
C 0.04 -0.52 2.21
Br -0.30 0.72 3.67
H -0.33 0.73 0.46
H 1.21 1.07 1.19
H 0.81 -1.24 2.50
H -0.81 -1.14 1.94
Br 7.55 -0.82 4.72
C 6.32 -1.15 3.25
C 4.91 -0.81 3.73
Br 3.59 -0.97 2.22
H 6.34 -2.21 3.00
H 6.68 -0.61 2.37
H 4.68 0.17 4.14
H 4.73 -1.40 4.63
Br -3.65 -0.30 1.79
C -4.93 1.16 1.62
C -5.39 1.20 0.22
Br -6.91 2.48 -0.20
H -4.46 2.10 1.90
H -5.71 0.93 2.35
H -5.77 0.24 -0.12
H -4.60 1.35 -0.53
C -5.80 -3.49 -3.53
C -4.33 -3.25 -3.08
O -4.21 -2.06 -2.28
C -2.92 -1.84 -1.55
C -1.76 -1.89 -2.57
H -6.52 -3.34 -2.72
H -6.11 -2.76 -4.27
H -5.85 -4.51 -3.90
H -3.97 -4.11 -2.50
H -3.65 -3.32 -3.93
H -3.02 -0.81 -1.19
H -2.87 -2.37 -0.61
H -0.89 -1.81 -1.91
H -1.86 -1.03 -3.23
H -1.58 -2.89 -2.97
C 0.69 -2.60 -8.42
C 1.39 -1.79 -7.35
O 1.33 -2.40 -6.08
C 2.08 -1.82 -4.95
C 1.78 -2.42 -3.61
H -0.13 -3.20 -8.03
H 0.36 -1.96 -9.24
H 1.38 -3.36 -8.79
H 2.42 -1.57 -7.62
H 0.84 -0.86 -7.25
H 3.16 -1.85 -5.04
H 1.95 -0.74 -4.94
H 0.76 -2.27 -3.25
H 2.43 -1.94 -2.88
H 1.89 -3.51 -3.60
C 3.85 2.05 -0.43
C 4.93 2.14 0.66
O 5.92 3.14 0.38
C 5.44 4.44 0.22
C 6.63 5.40 0.14
H 3.12 1.29 -0.16
H 3.29 2.97 -0.59
H 4.14 1.64 -1.39
H 4.42 2.39 1.59
H 5.39 1.17 0.84
H 4.93 4.58 -0.74
H 4.69 4.74 0.95
H 7.35 5.16 0.91
H 6.32 6.44 0.16
H 7.14 5.12 -0.78
C -4.16 6.05 0.52
C -3.43 4.74 0.46
O -2.43 4.80 1.42
C -1.77 3.56 1.79
C -0.79 4.08 2.82
H -4.74 6.12 -0.40
H -4.98 5.87 1.22
H -3.70 7.03 0.67
H -4.20 3.97 0.49
H -2.89 4.64 -0.48
H -2.40 2.77 2.20
H -1.50 3.11 0.84
H -0.14 4.83 2.38
H 0.02 3.40 3.12
H -1.26 4.59 3.66
C -1.95 -2.67 4.96
C -0.64 -3.22 5.32
O -0.78 -4.46 6.03
C -0.99 -5.54 5.15
C -0.89 -6.92 5.85
H -2.27 -1.86 5.62
H -1.95 -2.14 4.01
H -2.70 -3.46 4.95
H -0.06 -3.28 4.40
H -0.05 -2.64 6.03
H -1.92 -5.52 4.58
H -0.30 -5.59 4.31
H -0.02 -6.99 6.50
H -0.95 -7.76 5.15
H -1.74 -6.98 6.53
*
```

Results of the Löwdin charge analysis, in e, for atoms 1 through 99: atom 1 (C): 0.04, atom 2 (N): -0.42, atom 3 (O): 0.09, atom 4 (O): 0.00, atom 5 (H): 0.09, atom 6 (H): 0.10, atom 7 (H): 0.10, atom 8 (Br): 0.68, atom 9 (C): -0.63, atom 10 (C): -0.72, atom 11 (Br): 0.69, atom 12 (H): 0.04, atom 13 (H): 0.04, atom 14 (H): -0.02, atom 15 (H): 0.01, atom 16 (Br): 0.63, atom 17 (C): -0.70, atom 18 (C): -0.64, atom 19 (Br): 0.66, atom 20 (H): 0.06, atom 21 (H): 0.05, atom 22 (H): 0.05, atom 23 (H): 0.06, atom 24 (Br): 0.72, atom 25 (C): -0.66, atom 26 (C): -0.67, atom 27 (Br): 0.56, atom 28 (H): 0.04, atom 29 (H): 0.06, atom 30 (H): 0.05, atom 31 (H): 0.06, atom 32 (C): -0.07, atom 33 (C): -0.28, atom 34 (O): -0.19, atom 35 (C): -0.22, atom 36 (C): -0.09, atom 37 (H): 0.07, atom 38 (H): 0.07, atom 39 (H): 0.07, atom 40 (H): 0.11, atom 41 (H): 0.10, atom 42 (H): 0.07, atom 43 (H): 0.10, atom 44 (H): 0.00, atom 45 (H): 0.09, atom 46 (H): 0.07, atom 47 (C): -0.08, atom 48 (C): -0.31, atom 49 (O): -0.16, atom 50 (C): -0.24, atom 51 (C): -0.09, atom 52 (H): 0.08, atom 53 (H): 0.08, atom 54 (H): 0.07, atom 55 (H): 0.12, atom 56 (H): 0.11, atom 57 (H): 0.11, atom 58 (H): 0.10, atom 59 (H): 0.03, atom 60 (H): 0.04, atom 61 (H): 0.09, atom 62 (C): -0.09, atom 63 (C): -0.25, atom 64 (O): -0.15, atom 65 (C): -0.32, atom 66 (C): -0.07, atom 67 (H): 0.01, atom 68 (H): 0.05, atom 69 (H): 0.08, atom 70 (H): 0.11, atom 71 (H): 0.09, atom 72 (H): 0.10, atom 73 (H): 0.12, atom 74 (H): 0.07, atom 75 (H): 0.08, atom 76 (H): 0.07, atom 77 (C): -0.07, atom 78 (C): -0.31, atom 79 (O): -0.16, atom 80 (C): -0.25, atom 81 (C): -0.10, atom 82 (H): 0.07, atom 83 (H): 0.07, atom 84 (H): 0.08, atom 85 (H): 0.08, atom 86 (H): 0.11, atom 87 (H): 0.07, atom 88 (H): 0.09, atom 89 (H): 0.07, atom 90 (H): 0.01, atom 91 (H): 0.09, atom 92 (C): -0.09, atom 93 (C): -0.28, atom 94 (O): -0.14, atom 95 (C): -0.30, atom 96 (C): -0.07, atom 97 (H): 0.08, atom 98 (H): 0.03, atom 99 (H): 0.08